C23H17Cl2N7O3Y | ωB97M-V/def2-TZVPD

Geometry as XYZ:
```
53
C23H17Cl2N7O3Y ωB97M-V/def2-TZVPD
Y 0.041 -0.776 -0.363
Cl 4.483 2.951 3.237
C 3.885 2.138 1.835
C 3.306 0.880 1.987
C 2.672 0.246 0.891
N 1.856 -0.939 0.952
C 2.117 -1.896 1.841
O 3.021 -1.968 2.650
C 1.068 -2.990 1.808
C 1.077 -3.988 2.796
C 0.083 -4.934 2.784
C -0.914 -4.938 1.763
C -0.848 -3.939 0.819
N 0.093 -2.979 0.869
C 2.581 0.933 -0.338
C 3.235 2.151 -0.492
C 3.845 2.800 0.607
Cl 4.618 4.312 0.363
N 1.723 0.446 -1.309
C 1.804 0.818 -2.617
O 2.697 1.463 -3.173
C 0.630 0.299 -3.418
C 0.378 0.859 -4.668
C -0.753 0.392 -5.338
C -1.603 -0.575 -4.774
C -1.284 -1.045 -3.499
N -0.204 -0.600 -2.839
H 3.340 0.445 2.954
H 1.824 -3.953 3.566
H 0.031 -5.739 3.522
H -1.701 -5.695 1.724
H -1.578 -3.811 0.044
H 3.281 2.645 -1.483
H 1.016 1.594 -5.080
H -0.996 0.764 -6.345
H -2.456 -0.950 -5.291
H -1.926 -1.734 -2.961
C -4.772 0.647 0.371
N -3.461 1.263 0.715
C -3.311 2.443 1.409
C -2.153 2.982 1.768
C -0.974 2.238 1.428
N -1.126 1.075 0.762
C -2.358 0.546 0.480
O -2.378 -0.573 -0.091
N 0.255 2.677 1.694
H -5.464 0.705 1.214
H -4.593 -0.375 0.084
H -5.201 1.183 -0.514
H -4.232 2.902 1.701
H -2.159 3.923 2.295
H 0.386 3.533 2.208
H 1.098 2.144 1.453
```

Summary:
LUMO level, eV: -3.32
Frontier orbital gap, Ha: 0.2495
E_HOMO, Ha: -0.3713
Net charge: +1